# 1
Molecular formula: C28H42ClN5O3SSc
Method: DFT, wB97M-V/def2-TZVPD

Calculated values
LUMO level ... -9.400 eV
Energy relative to the best compared isomer or geometry (same formula, charge and spin) ... 4.9 kcal/mol
E_HOMO ... -0.500 Eh
Max |F| ... 0.8 eV/Å
Orbital gap ... 4.22 eV

```
! RIJCOSX wB97M-V def2-TZVPD def2/J DEFGRID3
* xyz 3 1
Sc -0.15197 0.17864 0.50598
C 4.10897 -0.46531 0.10149
C 2.77287 -0.87489 0.61532
O 1.70075 -0.36418 0.14963
N 2.71251 -1.77819 1.57297
C 1.47486 -2.31909 2.13451
C 0.80937 -1.38788 3.13332
C 0.88104 -1.61050 4.49432
C 0.24300 -0.73616 5.36697
C -0.43529 0.35870 4.84666
C -0.46568 0.52240 3.47956
N 0.12598 -0.33974 2.62435
H 3.99896 0.12141 -0.80586
H 4.73515 -1.33330 -0.10555
H 4.62152 0.14236 0.85115
H 3.58442 -2.16896 1.90491
H 1.71393 -3.26456 2.61246
H 0.77927 -2.53339 1.31745
H 1.42262 -2.46586 4.87600
H 0.27189 -0.90673 6.43535
H -0.93520 1.07032 5.48876
H -0.98250 1.36447 3.02911
C -6.73088 2.51215 0.05999
C -5.81142 2.65659 -1.15499
C -4.39636 2.96353 -0.61715
C -6.26774 3.88206 -1.96204
C -5.79785 1.37308 -2.07766
O -4.64460 1.41933 -2.93810
C -7.03346 1.15968 -3.00092
C -8.26196 0.33556 -2.56081
C -9.21956 0.97434 -1.59070
C -9.86371 2.16895 -1.90831
C -10.74687 2.76263 -1.02540
C -11.01073 2.15539 0.19781
Cl -12.09622 2.89149 1.30409
C -10.40814 0.94536 0.51695
C -9.52354 0.36522 -0.37615
C -5.60113 0.06613 -1.30627
N -4.31034 -0.03348 -0.62921
C -3.08926 0.04082 -1.12860
N -2.20256 -0.13202 -0.13773
C -3.00239 -0.33192 0.97184
N -4.26927 -0.27737 0.69373
H -6.76591 3.46588 0.58952
H -6.36913 1.75733 0.76370
H -7.74744 2.26357 -0.22935
H -4.40195 3.95120 -0.15391
H -3.66268 2.96377 -1.42269
H -4.08593 2.25167 0.15438
H -6.08473 4.78619 -1.38110
H -7.33634 3.85034 -2.16866
H -5.72758 3.98805 -2.90700
H -4.80929 2.05769 -3.64246
H -6.62798 0.63641 -3.87020
H -7.37581 2.13096 -3.35228
H -7.96918 -0.64744 -2.18803
H -8.81558 0.15247 -3.48525
H -9.67921 2.63723 -2.86962
H -11.24851 3.68565 -1.28303
H -10.64304 0.46272 1.45599
H -9.06576 -0.58606 -0.12393
H -5.66172 -0.75402 -2.02216
H -6.36233 -0.05156 -0.54201
H -2.88122 0.24434 -2.16657
H -2.64337 -0.54640 1.96760
C 0.35756 4.38480 2.38570
C 0.45280 4.60955 0.88411
S -0.71596 3.54508 -0.00033
O -0.22414 2.10058 0.36878
C -0.13616 3.77599 -1.72054
C -1.18179 4.50897 -2.54947
H 1.03048 5.07539 2.89130
H 0.65616 3.36943 2.64774
H -0.64997 4.57400 2.75896
H 1.45099 4.40458 0.49759
H 0.15386 5.62574 0.61456
H 0.04711 2.76573 -2.08724
H 0.80229 4.32751 -1.69001
H -2.10098 3.93214 -2.63809
H -0.78794 4.68269 -3.54983
H -1.42173 5.48285 -2.12151
*
```


# 2
Molecular formula: C28H42INO15
Method: DFT, wB97M-V/def2-TZVPD

Calculated values
LUMO level ... 0.050 eV
E_HOMO ... -0.293 Eh
Structure (SMILES) ... CC[C@H](I)OC(=O)OCCCCn1cccc1.C[C@@H]1COC(=O)O1.C[C@@H]1COC(=O)O1.C[C@@H]1COC(=O)O1.C[C@@H]1COC(=O)O1
Max |F| ... 4.3 eV/Å
Orbital gap ... 8.03 eV

```
! RIJCOSX wB97M-V def2-TZVPD def2/J DEFGRID3
* xyz 0 1
C -6.11081 -4.09069 0.79530
C -5.34990 -4.11000 -0.58843
C -5.08457 -2.66516 -1.18317
I -6.23846 -2.30491 -3.01990
O -3.69025 -2.63369 -1.58506
C -2.95289 -1.82649 -0.71461
O -3.02374 -2.05084 0.46713
O -2.25445 -0.82903 -1.30839
C -1.08473 -0.43963 -0.54223
C -1.51291 0.61338 0.54736
C -0.41361 1.69441 0.88505
C -0.64667 2.15257 2.40215
N 0.34631 1.51984 3.28889
C 0.85519 2.22625 4.36796
C 1.82877 1.33417 5.00534
C 1.84120 0.06116 4.23462
C 0.86604 0.24185 3.17049
H -5.87784 -5.04786 1.33228
H -5.76776 -3.21619 1.40530
H -7.22117 -3.98160 0.66471
H -5.99324 -4.68935 -1.30328
H -4.38518 -4.67438 -0.49570
H -5.35374 -1.84640 -0.47536
H -0.54312 -1.33123 -0.12768
H -0.36046 0.04617 -1.25630
H -1.75349 0.03256 1.48245
H -2.43732 1.13813 0.18317
H 0.63836 1.36610 0.70366
H -0.57750 2.63477 0.28176
H -1.68800 1.85547 2.71580
H -0.61890 3.27160 2.46411
H 0.60395 3.24724 4.70895
H 2.46212 1.53109 5.89377
H 2.43530 -0.86372 4.38478
H 0.53842 -0.45031 2.37133
C -0.88137 7.66421 -0.43796
C 0.22021 7.36636 0.55260
C 1.41613 6.68381 -0.05058
O 1.94033 5.95765 1.06115
C 0.89525 5.69861 1.89002
O 0.94058 4.94658 2.81425
O -0.20797 6.40574 1.52421
H -0.54879 8.37877 -1.19230
H -1.21486 6.75213 -0.93850
H -1.75255 8.07529 0.07532
H 0.50493 8.27970 1.08448
H 2.15268 7.38879 -0.43460
H 1.15881 5.97099 -0.83943
C 4.66608 3.92768 2.90531
C 5.93133 4.34407 2.19248
C 7.10218 4.57075 3.10737
O 7.87588 5.52389 2.37786
C 7.00526 6.22144 1.59619
O 7.27994 7.21690 1.00445
O 5.77872 5.63107 1.58472
H 4.78662 2.95678 3.38881
H 4.38062 4.66382 3.66030
H 3.83556 3.86760 2.19983
H 6.17235 3.62479 1.40280
H 7.67632 3.66211 3.28678
H 6.82417 5.01335 4.06822
C -1.85876 -3.56139 -4.00497
C -1.94211 -3.96925 -5.45648
C -3.33177 -4.31368 -5.91017
O -3.08565 -5.23323 -6.97438
C -1.89094 -5.83233 -6.70546
O -1.47211 -6.78686 -7.27946
O -1.24309 -5.19654 -5.68933
H -2.41241 -2.63874 -3.82504
H -2.25661 -4.34331 -3.35399
H -0.82215 -3.41026 -3.71179
H -1.49074 -3.19881 -6.09021
H -3.88111 -3.44418 -6.27045
H -3.92686 -4.82027 -5.14462
C 1.66414 -6.66251 0.44196
C 1.14375 -5.38208 -0.16878
C 0.04130 -5.58717 -1.17062
O 0.19201 -4.45128 -2.02261
C 1.50482 -4.08946 -1.96565
O 2.01755 -3.30483 -2.69807
O 2.14974 -4.74663 -0.96301
H 0.89113 -7.16025 1.02958
H 2.01721 -7.34919 -0.33072
H 2.51808 -6.45463 1.08918
H 0.84503 -4.68314 0.61973
H -0.94680 -5.59727 -0.71020
H 0.16296 -6.49086 -1.77452
*
```


# 3
Molecular formula: C28H42MnN7O2Sb
Method: DFT, wB97M-V/def2-TZVPD

Calculated values
LUMO level (spin up / spin down) ... -6.255 / -6.269 eV
Energy relative to the best compared isomer or geometry (same formula, charge and spin) ... 7.8 kcal/mol
E_HOMO (spin up / spin down) ... -0.471 / -0.471 Eh
Max |F| ... 1.1 eV/Å
Expectation value of S² ... 1.23
Orbital gap (spin up / spin down) ... 6.56 / 6.55 eV

```
! RIJCOSX wB97M-V def2-TZVPD def2/J DEFGRID3
* xyz 2 2
Mn 2.13569 -1.63389 -0.33869
C 1.70266 -3.47242 2.00284
N 1.17374 -2.19519 1.45512
C -0.30289 -2.34311 1.44967
C 1.52450 -1.06479 2.35138
C 2.98611 -0.72398 2.19501
N 3.25850 -0.35122 0.77808
C 4.71063 -0.46293 0.49876
C 2.85800 1.05527 0.54811
H 1.21467 -3.66985 2.96019
H 2.77340 -3.44553 2.15253
H 1.47241 -4.28335 1.31539
H -0.64485 -2.52980 2.47080
H -0.58528 -3.18416 0.82065
H -0.77289 -1.43718 1.08048
H 1.28780 -1.30134 3.39410
H 0.88672 -0.22063 2.07385
H 3.62221 -1.57293 2.43855
H 3.26690 0.08967 2.87018
H 5.26895 0.21547 1.14783
H 4.90146 -0.18445 -0.53689
H 5.04911 -1.47748 0.68242
H 3.48229 1.71939 1.15024
H 1.81482 1.21167 0.81419
H 2.98468 1.30932 -0.50283
N 2.64135 0.09413 -2.79416
N 3.38590 -0.77767 -3.58869
C 3.88583 -1.91562 -3.08372
N 4.72534 -2.61457 -3.82433
N 3.48560 -2.23850 -1.83077
N 4.10692 -3.23044 -1.14724
O 5.01807 -3.89952 -1.54982
O 3.60781 -3.32452 -0.00566
H 1.69190 0.15793 -3.14870
H 3.06896 1.01448 -2.82882
H 3.57770 -0.53447 -4.55029
H 4.98422 -2.31097 -4.74992
H 5.11866 -3.46849 -3.45825
C -4.08614 3.48575 0.92966
C -3.94733 3.33578 -0.56312
C -4.94918 3.85570 -1.38256
C -4.88457 3.77177 -2.76410
C -3.79422 3.16746 -3.37056
C -2.78341 2.65284 -2.57445
C -2.85334 2.71678 -1.18017
Sb -1.11838 1.88442 -0.29200
C -1.28358 -0.11606 -1.10444
C -0.04918 -0.74358 -1.24963
C 0.11095 -2.01450 -1.79201
C -1.01351 -2.71385 -2.19944
C -2.25806 -2.11829 -2.05196
C -2.42250 -0.84032 -1.50827
C -3.82038 -0.29884 -1.37520
C -1.60246 1.34171 1.71946
C -2.22757 0.12724 2.01870
C -2.47531 -0.25737 3.32752
C -2.09406 0.58179 4.36546
C -1.48048 1.79056 4.08211
C -1.22978 2.19359 2.77052
C -0.58744 3.54513 2.56090
H -5.12319 3.67899 1.19904
H -3.49447 4.32988 1.29410
H -3.76319 2.59708 1.46693
H -5.80453 4.33304 -0.91946
H -5.68321 4.18416 -3.36643
H -3.72952 3.10434 -4.44899
H -1.92661 2.18933 -3.05817
H 0.81435 -0.17468 -0.86211
H 1.08867 -2.50291 -1.93827
H -0.92794 -3.70294 -2.62945
H -3.13824 -2.66614 -2.36768
H -4.51992 -1.10787 -1.16522
H -4.13731 0.18639 -2.30105
H -3.89954 0.44454 -0.58499
H -2.54866 -0.53062 1.21891
H -2.97720 -1.19360 3.53668
H -2.29400 0.30503 5.39230
H -1.20580 2.45183 4.89626
H -1.10953 4.30988 3.13657
H -0.58825 3.87347 1.52145
H 0.45046 3.54475 2.90156
*
```


# 4
Molecular formula: C28H42N2O36S8
Method: DFT, wB97M-V/def2-TZVPD

Calculated values
LUMO level ... -0.543 eV
Energy relative to the best compared isomer or geometry (same formula, charge and spin) ... 5.9 kcal/mol
E_HOMO ... -0.366 Eh
Structure (SMILES) ... O=[N+]([O-])c1ccccc1.O=[N+]([O-])c1ccccc1.O=S1(=O)OCCO1.O=S1(=O)OCCO1.O=S1(=O)OCCO1.O=S1(=O)OCCO1.O=S1(=O)OCCO1.O=S1(=O)OCCO1.O=S1(=O)OCCO1.O=S1(=O)OCCO1
Max |F| ... 5.8 eV/Å
Orbital gap ... 9.42 eV

```
! RIJCOSX wB97M-V def2-TZVPD def2/J DEFGRID3
* xyz 0 1
O -2.92203 -10.69230 -15.37096
N -2.52418 -10.97228 -16.44909
O -1.40165 -11.34458 -16.75850
C -3.46987 -10.86550 -17.58429
C -4.71960 -10.21297 -17.46373
C -5.62509 -10.01032 -18.50651
C -5.41646 -10.64658 -19.68252
C -4.17823 -11.33053 -19.89411
C -3.22040 -11.44845 -18.85995
H -4.88146 -9.75176 -16.50067
H -6.47346 -9.39011 -18.25750
H -6.01962 -10.44912 -20.55637
H -3.93254 -11.86997 -20.79691
H -2.30045 -11.91809 -19.17543
O -5.27132 -24.38498 -19.93906
N -5.98645 -23.87560 -20.73290
O -5.57979 -23.40011 -21.78209
C -7.42776 -23.84816 -20.37418
C -8.30272 -23.07323 -21.10261
C -9.61823 -23.06092 -20.80303
C -10.16266 -23.90479 -19.76500
C -9.22709 -24.64768 -19.01350
C -7.91637 -24.66540 -19.34421
H -7.96323 -22.46890 -21.93081
H -10.30314 -22.55793 -21.46960
H -11.22247 -23.73392 -19.64670
H -9.56591 -25.27304 -18.20077
H -7.29256 -25.40267 -18.86078
O -7.39315 -14.96703 -29.76017
S -6.54900 -13.92370 -30.38851
O -6.68717 -13.81399 -31.81798
O -6.78434 -12.41986 -29.63736
C -5.87641 -12.25759 -28.57022
C -4.91130 -13.50626 -28.47612
O -4.98970 -13.99158 -29.85962
H -5.43062 -11.27179 -28.70277
H -6.58476 -12.19385 -27.74422
H -5.23250 -14.36767 -27.89054
H -3.85169 -13.32626 -28.29466
O -13.07040 -22.02666 -15.89752
S -12.18909 -20.89286 -15.57401
O -12.64668 -19.71878 -14.81303
O -10.78154 -21.32901 -14.87448
C -9.86461 -20.26119 -15.05871
C -9.99004 -20.04866 -16.57391
O -11.29210 -20.46481 -16.88999
H -9.97715 -19.38154 -14.42494
H -8.85086 -20.56088 -14.79302
H -9.26259 -20.56172 -17.20293
H -9.87674 -18.99111 -16.81234
O -0.18056 -20.00545 -19.41767
S -1.26251 -20.87540 -19.82505
O -2.49433 -20.82996 -18.95418
O -1.75222 -20.64089 -21.40296
C -0.88699 -21.32205 -22.20664
C -0.45965 -22.57933 -21.44678
O -0.72062 -22.40497 -20.09376
H -1.28582 -21.51803 -23.20195
H 0.06948 -20.80758 -22.29926
H 0.62783 -22.64501 -21.48091
H -0.99253 -23.45870 -21.80851
O -0.47734 -16.68368 -24.35757
S 0.11785 -15.79883 -23.34473
O -0.73872 -14.69983 -22.78533
O 0.72983 -16.73436 -22.06616
C 2.02870 -16.39962 -21.63122
C 2.53288 -15.35362 -22.62191
O 1.65556 -15.31522 -23.75087
H 1.85607 -15.90376 -20.67601
H 2.64943 -17.29517 -21.65926
H 3.51893 -15.58792 -23.02305
H 2.58434 -14.38274 -22.12912
O -3.02468 -16.17373 -16.79252
S -4.19236 -16.11813 -15.86767
O -5.38663 -16.85720 -16.21571
O -3.77690 -16.52601 -14.35721
C -4.07660 -15.61125 -13.32194
C -5.05164 -14.62364 -14.02957
O -4.55609 -14.64257 -15.27748
H -4.42644 -16.13723 -12.43364
H -3.09531 -15.17315 -13.13973
H -5.15127 -13.62812 -13.59701
H -6.06192 -15.01923 -14.13411
O -9.11362 -18.96981 -26.92333
S -8.56580 -20.29302 -27.09106
O -9.43215 -21.48344 -26.98574
O -7.63743 -20.34063 -28.40893
C -6.47117 -21.17743 -28.36691
C -6.30215 -21.43743 -26.89467
O -7.20860 -20.58175 -26.20607
H -6.55935 -22.05707 -29.00454
H -5.73464 -20.49454 -28.79035
H -5.30186 -21.05696 -26.68793
H -6.36161 -22.50464 -26.68110
O -6.75983 -16.69478 -24.69211
S -6.93623 -15.98755 -23.43974
O -7.62362 -14.70513 -23.50106
O -7.58968 -17.02348 -22.27469
C -6.53069 -17.88650 -21.81343
C -5.33233 -16.95745 -21.69309
O -5.54053 -15.87346 -22.56821
H -6.81748 -18.29668 -20.84514
H -6.36398 -18.70293 -22.51611
H -4.55389 -17.58090 -22.13291
H -5.13878 -16.61805 -20.67552
O -14.55307 -13.40022 -27.65176
S -13.67410 -12.36103 -27.11587
O -14.17845 -11.41218 -26.12278
O -12.24891 -13.07398 -26.77377
C -11.47905 -13.26687 -27.97081
C -11.76415 -12.01181 -28.78015
O -12.97570 -11.49242 -28.36926
H -10.43944 -13.40893 -27.67564
H -11.74113 -14.15954 -28.53875
H -12.13254 -12.18524 -29.79125
H -11.00243 -11.23318 -28.74042
*
```


# 5
Molecular formula: C28H42N2P
Method: DFT, wB97M-V/def2-TZVPD

Calculated values
LUMO level ... -5.372 eV
Energy relative to the best compared isomer or geometry (same formula, charge and spin) ... 0.5 kcal/mol
E_HOMO ... -0.376 Eh
Max |F| ... 1.7 eV/Å
Orbital gap ... 4.85 eV

```
! RIJCOSX wB97M-V def2-TZVPD def2/J DEFGRID3
* xyz 1 1
C 3.80856 2.34151 -5.12627
C 2.64989 2.16994 -4.20112
C 1.78132 1.08098 -4.35284
C 0.72609 0.88150 -3.47887
C 0.47672 1.77197 -2.39670
C -0.59505 1.54792 -1.47874
C -0.94133 2.47551 -0.48612
C -2.09573 2.42937 0.29150
C -2.44088 3.38693 1.29084
C -3.58968 3.17389 2.10537
C -3.92457 4.04844 3.12509
C -3.15290 5.19100 3.38080
C -3.53146 6.10699 4.50195
C -2.03654 5.44116 2.56692
C -1.68260 4.57130 1.54269
C 1.34050 2.90857 -2.29562
C 2.40047 3.08685 -3.17400
H 4.38044 3.23804 -4.85965
H 4.48513 1.47398 -5.08129
H 3.47369 2.43959 -6.17070
H 1.95793 0.38507 -5.17477
H 0.04527 0.03207 -3.61439
H -1.26713 0.70754 -1.66153
H -0.26979 3.32141 -0.30992
H -2.81027 1.61722 0.11290
H -4.20094 2.29162 1.90866
H -4.79755 3.85796 3.75036
H -2.80342 6.91683 4.59652
H -4.52367 6.54664 4.33214
H -3.57521 5.56525 5.45611
H -1.44242 6.33507 2.75837
H -0.81984 4.80016 0.91638
H 1.16468 3.65395 -1.52347
H 3.05302 3.95268 -3.06563
C 2.45715 -4.84427 -1.89015
C 1.20922 -4.52806 -1.06447
C 0.08674 -5.45218 -1.52579
C 1.54073 -4.86197 0.39079
N 0.78832 -3.10235 -1.29190
C 1.84608 -2.06702 -1.38022
C 2.30079 -1.53318 -0.02224
C 1.15504 -1.00281 0.84466
N -0.00074 -1.89767 0.90192
C -0.91819 -1.76740 2.05082
C -0.48247 -2.79974 3.09642
C -2.36371 -2.04310 1.65049
C -0.83844 -0.37461 2.66818
P -0.58393 -2.41907 -0.59566
H -0.69040 -1.00403 -1.13480
H 3.35560 -4.34432 -1.50455
H 2.65565 -5.92602 -1.85330
H 2.31003 -4.56852 -2.94280
H -0.80294 -5.37031 -0.89543
H -0.18197 -5.22114 -2.56238
H 0.44112 -6.49026 -1.48514
H 0.67157 -4.75581 1.04809
H 1.87370 -5.91304 0.45039
H 2.36411 -4.24194 0.76528
H 2.69813 -2.50135 -1.89577
H 1.46429 -1.23915 -2.00673
H 2.84332 -2.31643 0.53599
H 3.03035 -0.72918 -0.16639
H 1.53297 -0.85145 1.85716
H 0.82155 -0.02085 0.46243
H 0.56692 -2.63357 3.38779
H -1.09881 -2.70140 3.99922
H -0.58658 -3.82126 2.71163
H -2.70251 -1.32757 0.89225
H -2.49706 -3.06503 1.27319
H -2.99711 -1.92139 2.53837
H -1.04396 0.39797 1.90831
H -1.60300 -0.29736 3.45824
H 0.13570 -0.19209 3.14111
*
```


no.,electronic energy (eV)
1,-87348.37061
2,-70019.81438
3,-82082.38686
4,-193069.15039
5,-41979.70711